No. 1
This record from the Open Molecules 2025 dataset describes a cluster of 2 separate species, C4H10O2 in total. The level of theory is the ωB97M-V functional and the def2-TZVPD basis.

Each line ends with the natural charge from an NBO analysis.
Atoms and positions in Å:
C1 1.375640 1.022469 0.297122  -0.38
O1 1.308068 -0.389210 0.428796  -0.54
C2 0.194036 -0.719715 -0.337054  0.03
C3 -0.238081 -2.163431 -0.095629  -0.62
C4 -0.860177 0.261325 0.114793  -0.09
O2 -0.923868 2.210171 -0.444692  -0.89
H1 1.879787 1.439847 1.175741  0.18
H2 1.926048 1.298410 -0.620134  0.16
H3 0.036954 1.948692 -0.109626  0.47
H4 0.393134 -0.574146 -1.414981  0.16
H5 0.573059 -2.838012 -0.383090  0.23
H6 -1.123387 -2.413694 -0.689229  0.21
H7 -0.457977 -2.323396 0.964887  0.21
H8 -1.831963 0.193306 -0.373017  0.20
H9 -0.906618 0.360185 1.195683  0.20
H10 -1.344656 2.687196 0.290434  0.47

Forces on atoms 1 to 6 (eV/Å):
0.251 0.089 0.080
0.055 -0.032 0.011
-0.209 -0.068 -0.126
-0.029 -0.057 0.009
0.031 -0.359 0.159
0.000 0.328 0.138

The calculation puts the relative energy (zero: lowest compared OMol25 entry of this formula, charge and spin) at 529.4 kJ/mol. The largest force on an atom comes out at 0.4 eV/Å. Its total charge is 0.

No. 2
This record from the Open Molecules 2025 dataset describes a cluster of 2 separate species, C4H10O2 in total in a non-equilibrium geometry. The level of theory is the ωB97M-V functional and the def2-TZVPD basis.

Each line ends with the natural charge from an NBO analysis.
Atoms and positions in Å:
C1 1.922400 1.345572 0.102227  -0.25
O1 0.868119 0.840590 0.874500  -0.75
C2 -0.759233 -0.553518 -0.559543  -0.40
C3 -0.429073 -1.922431 0.044927  -0.62
C4 -1.598786 0.390888 0.153702  0.37
O2 -1.533294 1.607870 0.049365  -0.61
H1 2.794605 0.701670 0.250881  0.18
H2 1.697650 1.367788 -0.979520  0.15
H3 2.180367 2.364472 0.412883  0.17
H4 0.051081 -0.136937 -1.174338  0.24
H5 0.369369 -1.872654 0.806809  0.24
H6 -0.086502 -2.618820 -0.727285  0.22
H7 -1.316640 -2.323640 0.536277  0.21
H8 -1.821320 -0.430554 -1.135760  0.24
H9 -2.420802 -0.135914 0.680784  0.13
H10 0.082065 1.375618 0.664096  0.48

Forces on atoms 1 to 6 (eV/Å):
0.472 0.168 -0.151
0.285 0.237 0.397
-1.028 -0.140 -0.888
-0.370 0.215 -0.149
0.177 0.713 0.876
-0.446 -0.314 0.320

Its SMILES is CCC=O.CO. The calculation puts the relative energy (zero: lowest compared OMol25 entry of this formula, charge and spin) at 238.7 kJ/mol. The largest force on an atom comes out at 2.7 eV/Å. Its total charge is 0.

What is the formula in the second record?
C4H10O2

Which value of total charge does entry 2 give?
0